{
  "formula": "C43H44FHgN2O3SSb2Te",
  "method": "the ωB97M-V functional and the def2-TZVPD basis",
  "total_charge": -2,
  "spin_multiplicity": 2,
  "max_force_ev_per_a": 4.34,
  "orbital_gap_ev": [1.9, 2.4],
  "de_lowest_ev": 1.7220,
  "e_lumo_ev": [2.59, 2.69],
  "total_energy_ha": -3399.93405,
  "elements": ["Hg", "C", "Sb", "C", "C", "C", "C", "C", "C", "C", "C", "C", "Sb", "C", "C", "H", "H", "H", "H", "H", "H", "H", "H", "H", "H", "H", "H", "H", "H", "H", "H", "H", "H", "H", "H", "C", "C", "C", "C", "C", "C", "C", "F", "C", "C", "C", "O", "C", "C", "N", "C", "C", "O", "O", "H", "H", "H", "H", "H", "H", "H", "H", "H", "H", "H", "N", "C", "C", "C", "C", "C", "C", "C", "C", "C", "C", "C", "C", "C", "H", "H", "H", "H", "H", "H", "H", "H", "H", "H", "Te", "C", "C", "C", "C", "S", "H", "H", "H"],
  "positions_angstrom": [[0.21, 5.79, 21.69], [-3.31, 9.23, 22.71], [-1.36, 9.92, 21.85], [-2.30, 11.83, 21.36], [-0.30, 10.21, 23.76], [0.36, 11.54, 23.81], [-0.33, 12.64, 24.27], [0.25, 13.88, 24.35], [1.62, 14.08, 23.90], [2.32, 13.03, 23.40], [1.77, 11.70, 23.29], [2.50, 10.64, 22.81], [3.58, 8.72, 25.26], [4.95, 8.86, 26.96], [1.58, 8.15, 26.14], [-4.12, 9.76, 22.20], [-3.28, 9.47, 23.80], [-3.35, 8.16, 22.51], [-3.08, 11.52, 20.64], [-1.56, 12.43, 20.82], [-2.64, 12.28, 22.30], [0.37, 9.30, 23.88], [-1.08, 10.13, 24.53], [-1.36, 12.51, 24.64], [-0.26, 14.70, 24.86], [2.02, 15.09, 24.02], [3.31, 13.17, 23.02], [3.55, 10.68, 22.57], [2.06, 9.63, 22.65], [5.38, 9.87, 26.82], [5.72, 8.10, 27.01], [4.34, 8.87, 27.86], [1.84, 7.13, 26.51], [0.83, 8.18, 25.30], [1.46, 8.89, 26.90], [-0.14, -1.40, 19.50], [0.60, -1.04, 20.80], [2.01, -1.65, 20.79], [2.71, -1.57, 22.13], [2.39, -0.26, 22.77], [3.14, 0.12, 23.90], [2.80, 1.29, 24.59], [3.45, 1.69, 25.71], [1.83, 2.19, 24.11], [1.28, 1.88, 22.91], [0.33, 2.85, 22.41], [0.45, 4.02, 23.01], [-0.55, 2.49, 21.37], [-0.36, 1.23, 20.77], [0.67, 0.38, 21.15], [1.46, 0.66, 22.24], [-1.50, 3.42, 20.68], [-1.67, 3.12, 19.47], [-1.97, 4.42, 21.27], [0.01, -2.46, 19.23], [0.20, -0.75, 18.66], [-1.22, -1.32, 19.57], [0.11, -1.51, 21.69], [2.69, -1.26, 20.01], [1.99, -2.73, 20.61], [3.83, -1.70, 22.02], [2.35, -2.38, 22.81], [4.00, -0.44, 24.22], [1.54, 3.12, 24.67], [-0.99, 0.96, 19.86], [3.57, 6.66, 24.67], [4.67, 6.19, 24.26], [5.27, 6.51, 22.87], [6.37, 7.35, 22.76], [6.96, 7.59, 21.50], [6.44, 7.00, 20.34], [5.33, 6.15, 20.44], [4.82, 5.89, 21.71], [5.41, 5.20, 25.10], [6.64, 4.66, 24.67], [7.14, 3.54, 25.33], [6.53, 3.09, 26.54], [5.43, 3.74, 27.05], [4.80, 4.72, 26.29], [6.71, 7.88, 23.64], [7.81, 8.22, 21.46], [6.96, 7.14, 19.38], [4.86, 5.76, 19.56], [4.00, 5.21, 21.80], [7.14, 5.06, 23.76], [7.97, 2.91, 24.91], [6.90, 2.19, 27.03], [5.01, 3.47, 28.02], [3.85, 5.14, 26.61], [0.31, 7.75, 19.88], [-1.50, 7.36, 18.85], [-2.28, 6.24, 18.85], [-3.46, 6.37, 18.09], [-3.60, 7.55, 17.46], [-2.30, 8.58, 17.88], [-1.90, 5.36, 19.31], [-4.22, 5.54, 18.07], [-4.32, 7.85, 16.72]],
  "lowdin_spin": [0.007, 0.000, 0.000, 0.000, 0.000, 0.000, 0.000, 0.000, 0.000, 0.000, 0.003, 0.004, 0.109, 0.016, 0.011, 0.000, 0.000, 0.000, 0.000, 0.000, 0.000, 0.000, 0.000, 0.000, 0.000, 0.000, 0.000, 0.000, 0.000, 0.005, 0.002, 0.001, 0.002, 0.001, 0.002, 0.000, 0.000, 0.000, 0.001, 0.004, 0.004, 0.001, 0.002, 0.005, 0.002, 0.006, 0.009, 0.000, 0.008, 0.002, 0.000, 0.000, 0.000, 0.000, 0.000, 0.000, 0.000, 0.000, 0.000, 0.000, 0.000, 0.000, 0.001, 0.002, 0.000, 0.149, 0.215, 0.021, 0.009, 0.001, 0.002, 0.002, 0.007, 0.065, 0.068, 0.010, 0.113, 0.010, 0.091, 0.001, 0.000, 0.000, 0.000, 0.000, 0.004, -0.002, 0.010, -0.002, 0.009, 0.004, 0.001, 0.000, 0.000, 0.000, 0.000, 0.000, 0.000, 0.000]
}

{
  "formula": "H4O2",
  "method": "the ωB97M-V functional and the def2-TZVPD basis",
  "spin_multiplicity": 1,
  "smiles": "O.O",
  "max_force_ev_per_a": 1.33,
  "orbital_gap_ev": 11.7,
  "de_lowest_ev": 0.2464,
  "e_lumo_ev": 0.79,
  "total_energy_ha": -152.86588,
  "elements": ["O", "H", "H", "O", "H", "H"],
  "positions_angstrom": [[-1.02, -0.69, -0.45], [-0.73, -1.62, -0.53], [-1.38, -0.46, -1.34], [1.03, 1.18, 0.47], [1.11, 1.39, 1.43], [0.99, 0.20, 0.42]],
  "nbo_charge": [-0.944, 0.467, 0.478, -0.943, 0.464, 0.477]
}

{
  "formula": "C26H38F9N2O4PSZr",
  "method": "the ωB97M-V functional and the def2-TZVPD basis",
  "total_charge": 4,
  "spin_multiplicity": 1,
  "max_force_ev_per_a": 8.62,
  "orbital_gap_ev": 1.6,
  "e_lumo_ev": -16.86,
  "total_energy_ha": -3106.66284,
  "elements": ["C", "C", "P", "C", "C", "C", "C", "C", "C", "N", "C", "C", "O", "C", "O", "O", "C", "C", "C", "C", "C", "O", "C", "C", "C", "F", "F", "C", "F", "F", "S", "F", "F", "F", "F", "F", "C", "C", "C", "C", "C", "N", "C", "H", "H", "H", "H", "H", "H", "H", "H", "H", "H", "H", "H", "H", "H", "H", "H", "H", "H", "H", "H", "H", "H", "H", "H", "H", "H", "H", "H", "H", "H", "H", "H", "H", "H", "H", "H", "H", "H", "Zr"],
  "positions_angstrom": [[2.61, -4.16, -0.09], [1.81, -4.23, 1.35], [1.24, -2.49, 1.99], [2.86, -1.77, 2.75], [0.58, -1.40, 0.56], [-0.43, -2.23, -0.41], [-0.60, -1.66, -1.94], [0.52, -2.24, -3.01], [0.19, -3.73, -3.60], [-1.04, -3.83, -4.48], [-0.93, -3.01, -5.75], [-2.22, -2.01, -6.07], [0.11, -3.02, -6.60], [1.69, -0.52, -0.34], [2.93, -0.90, -0.71], [1.04, 0.81, -0.60], [0.11, 1.29, 0.47], [-1.21, 2.15, 0.06], [-2.37, 1.35, -0.77], [-3.82, 1.76, -0.04], [-4.98, 0.62, -0.21], [-6.29, 1.31, -0.42], [0.96, 2.43, 1.36], [2.53, 2.59, 0.89], [3.40, 3.62, 1.84], [3.10, 3.17, 3.26], [4.89, 3.39, 1.73], [2.95, 5.18, 1.79], [3.88, 5.93, 2.71], [1.58, 5.41, 2.38], [2.98, 6.03, 0.14], [1.56, 5.28, -0.45], [2.01, 7.30, 0.83], [4.38, 6.94, 0.66], [4.05, 4.93, -0.60], [3.02, 6.96, -1.30], [0.01, -0.06, 1.39], [-1.22, -0.26, 2.46], [-2.69, -0.76, 1.97], [-3.69, -0.90, 3.25], [-3.17, -0.53, 4.72], [-1.84, -0.09, 5.22], [-0.96, 0.01, 4.02], [3.75, -3.86, 0.13], [2.62, -5.27, -0.51], [2.11, -3.46, -0.88], [0.86, -4.96, 1.25], [2.48, -4.73, 2.20], [2.53, -1.31, 3.81], [3.56, -2.68, 3.02], [3.37, -0.94, 2.10], [-1.54, -2.36, 0.01], [-0.04, -3.35, -0.53], [-0.68, -0.50, -2.04], [-1.64, -2.09, -2.33], [1.62, -2.21, -2.60], [0.51, -1.47, -3.92], [0.22, -4.53, -2.72], [1.12, -4.03, -4.30], [-1.90, -3.62, -3.93], [-2.07, -1.03, -5.43], [-3.17, -2.56, -5.63], [-2.32, -1.74, -7.21], [-0.84, 3.03, -0.65], [-1.63, 2.70, 1.03], [-2.30, 0.18, -0.75], [-2.45, 1.70, -1.91], [-3.64, 1.87, 1.13], [-4.21, 2.79, -0.45], [-5.12, 0.03, 0.82], [-4.75, -0.19, -1.03], [-6.99, 0.60, -0.56], [0.45, 3.48, 1.14], [0.82, 2.26, 2.53], [2.64, 2.84, -0.24], [3.04, 1.52, 1.05], [0.92, 0.12, 2.14], [-3.03, -1.04, 0.89], [-4.80, -1.27, 3.08], [-3.99, -0.63, 5.58], [0.16, 0.34, 4.30], [4.81, -2.30, 0.96]],
  "mulliken_charge": [0.191, -0.607, 0.132, -0.778, 1.955, -0.169, -0.527, -0.209, -0.895, -0.140, 0.672, -0.801, -0.359, 0.010, -0.767, -0.286, 1.457, -1.384, 0.221, -0.720, -0.171, -0.433, -0.952, -0.166, 0.535, -0.310, -0.310, 0.710, -0.232, -0.230, 1.139, -0.281, -0.303, -0.291, -0.295, -0.257, -0.986, -0.098, -0.127, -0.572, -0.112, -0.337, -0.096, -0.488, 0.401, 0.133, 0.363, 0.459, 0.327, 0.472, -0.055, 0.181, 0.115, 0.096, 0.377, 0.074, 0.384, 0.227, 0.398, 0.329, 0.207, 0.328, 0.355, 0.475, 0.571, -0.518, 0.428, 0.241, 0.498, -0.009, 0.284, 0.380, 0.643, 0.066, 0.400, -0.218, 0.280, 0.552, 0.399, 0.403, 0.288, 1.330]
}

{
  "formula": "C4H5MnO3",
  "method": "the ωB97M-V functional and the def2-TZVPD basis",
  "total_charge": 1,
  "spin_multiplicity": 6,
  "max_force_ev_per_a": 3.17,
  "orbital_gap_ev": [7.3, 6.4],
  "de_lowest_ev": 3.5275,
  "e_lumo_ev": [-5.82, -5.76],
  "total_energy_ha": -1531.67598,
  "elements": ["O", "C", "C", "H", "H", "C", "O", "Mn", "O", "C", "H", "H", "H"],
  "positions_angstrom": [[0.77, -0.76, -0.03], [1.74, -0.01, -0.56], [2.58, 0.79, 0.11], [3.41, 1.21, -0.46], [2.51, 0.84, 1.20], [-0.75, -0.07, -0.37], [-1.00, 0.48, -1.47], [0.47, 1.77, -1.39], [-1.69, -0.68, 0.29], [-2.92, -1.00, -0.38], [-3.40, -0.08, -0.71], [-2.73, -1.65, -1.24], [-3.53, -1.52, 0.37]],
  "nbo_charge": [-0.476, 0.112, -0.533, 0.249, 0.252, 0.865, -0.728, 1.331, -0.457, -0.267, 0.205, 0.213, 0.234]
}

{
  "formula": "C2H5O2S",
  "method": "the ωB97M-V functional and the def2-TZVPD basis",
  "total_charge": -1,
  "spin_multiplicity": 1,
  "max_force_ev_per_a": 1.19,
  "orbital_gap_ev": 6.4,
  "de_lowest_ev": 0.5174,
  "e_lumo_ev": 3.52,
  "total_energy_ha": -627.92180,
  "elements": ["S", "H", "O", "C", "O", "C", "H", "H", "H", "H"],
  "positions_angstrom": [[0.56, -1.76, -1.71], [-0.19, -1.38, -2.77], [0.85, 1.63, 1.06], [-0.17, 0.98, 0.94], [-1.36, 1.62, 0.73], [-0.33, -0.48, 0.99], [-1.15, 2.55, 0.60], [-1.21, -0.83, 1.51], [0.60, -0.91, 1.35], [-0.26, -0.80, -0.13]],
  "nbo_charge": [-0.960, 0.094, -0.642, 0.800, -0.715, -0.817, 0.475, 0.215, 0.226, 0.324]
}

{
  "formula": "C4H7N3",
  "method": "the ωB97M-V functional and the def2-TZVPD basis",
  "spin_multiplicity": 1,
  "max_force_ev_per_a": 3.74,
  "orbital_gap_ev": 8.4,
  "de_lowest_ev": 4.8255,
  "e_lumo_ev": 0.43,
  "total_energy_ha": -320.70597,
  "elements": ["C", "C", "N", "C", "C", "N", "N", "H", "H", "H", "H", "H", "H", "H"],
  "positions_angstrom": [[0.12, 0.32, 0.38], [0.56, -1.42, 0.58], [1.61, 0.34, -0.11], [-0.79, 0.50, -0.80], [-2.03, 0.94, -0.67], [-0.20, 0.94, 1.48], [0.63, -2.59, 0.43], [1.76, 0.40, -1.11], [2.23, 0.74, 0.58], [0.45, 0.77, 2.25], [1.18, -3.30, -0.03], [-0.42, 0.13, -1.75], [-2.39, 1.25, 0.30], [-2.70, 0.98, -1.51]],
  "nbo_charge": [0.314, 0.490, -0.898, -0.262, -0.309, -0.827, -0.661, 0.383, 0.395, 0.324, 0.435, 0.191, 0.228, 0.196]
}

{
  "formula": "CH2O3P2",
  "method": "the ωB97M-V functional and the def2-TZVPD basis",
  "total_charge": -2,
  "spin_multiplicity": 1,
  "max_force_ev_per_a": 4.36,
  "orbital_gap_ev": 7.7,
  "de_lowest_ev": 0.0000,
  "e_lumo_ev": 7.07,
  "total_energy_ha": -947.76203,
  "elements": ["C", "O", "O", "O", "P", "P", "H", "H"],
  "positions_angstrom": [[2.03, 1.34, 1.74], [-0.12, 0.52, 0.51], [-2.13, -1.49, -3.34], [-2.65, -2.90, -1.41], [0.89, 1.57, 0.54], [-2.92, -1.51, -2.00], [2.79, 2.09, 1.67], [2.11, 0.37, 2.27]],
  "nbo_charge": [-1.262, -1.151, -1.169, -1.165, 1.043, 1.334, 0.177, 0.193]
}

{
  "formula": "C4H8NS",
  "method": "the ωB97M-V functional and the def2-TZVPD basis",
  "total_charge": 1,
  "spin_multiplicity": 1,
  "max_force_ev_per_a": 4.64,
  "orbital_gap_ev": 8.8,
  "de_lowest_ev": 4.4136,
  "e_lumo_ev": -4.26,
  "total_energy_ha": -609.70775,
  "elements": ["C", "C", "C", "C", "N", "S", "H", "H", "H", "H", "H", "H", "H", "H"],
  "positions_angstrom": [[2.50, 0.49, -0.88], [1.50, 0.40, -0.17], [-0.80, -0.87, -1.21], [0.13, 0.56, 0.25], [-0.13, 0.17, 1.66], [-0.54, 2.23, 0.05], [3.46, 0.55, -1.23], [0.00, -0.84, -1.84], [-1.55, -0.24, -1.51], [-0.98, -1.70, -0.60], [-1.11, 0.51, 2.01], [-0.02, -0.92, 1.87], [0.37, 0.76, 2.33], [0.03, 2.26, -1.25]],
  "nbo_charge": [-0.086, -0.162, -0.343, -0.137, -0.735, 0.028, 0.249, 0.205, 0.204, 0.195, 0.458, 0.479, 0.445, 0.201]
}

{
  "formula": "C5H8N2",
  "method": "the ωB97M-V functional and the def2-TZVPD basis",
  "spin_multiplicity": 1,
  "smiles": "CC1=NN=CCC1",
  "max_force_ev_per_a": 3.77,
  "orbital_gap_ev": 9.8,
  "de_lowest_ev": 1.9944,
  "e_lumo_ev": 0.85,
  "total_energy_ha": -304.76220,
  "elements": ["C", "C", "C", "C", "C", "N", "N", "H", "H", "H", "H", "H", "H", "H", "H"],
  "positions_angstrom": [[-0.34, 0.57, -0.70], [-0.01, 1.49, 0.46], [-1.01, -1.90, -0.36], [-0.02, -0.80, -0.15], [1.56, 1.11, 0.90], [1.07, -1.07, 0.46], [1.93, -0.08, 0.73], [-1.39, 0.63, -1.00], [0.28, 0.78, -1.57], [2.31, 1.89, 0.98], [0.07, 2.54, 0.19], [-0.68, 1.36, 1.31], [-1.15, -2.07, -1.43], [-1.97, -1.63, 0.07], [-0.65, -2.82, 0.10]],
  "nbo_charge": [-0.495, -0.460, -0.655, 0.303, 0.084, -0.285, -0.262, 0.223, 0.234, 0.191, 0.219, 0.219, 0.222, 0.221, 0.239]
}

{
  "formula": "C14H13F4NO2S",
  "method": "the ωB97M-V functional and the def2-TZVPD basis",
  "spin_multiplicity": 1,
  "max_force_ev_per_a": 2.33,
  "orbital_gap_ev": 4.9,
  "e_lumo_ev": -1.16,
  "total_energy_ha": -1543.94488,
  "elements": ["C", "C", "C", "C", "C", "C", "S", "C", "F", "F", "F", "O", "O", "C", "C", "H", "H", "H", "H", "H", "H", "H", "H", "F", "N", "C", "C", "C", "C", "C", "H", "H", "H", "H", "H"],
  "positions_angstrom": [[-5.61, 2.32, 2.54], [-4.13, 2.28, 2.32], [-3.50, 3.05, 1.33], [-2.14, 2.92, 1.09], [-1.31, 1.99, 1.78], [0.02, 1.74, 1.35], [1.22, 1.34, 2.58], [2.88, 1.94, 1.91], [3.86, 1.45, 2.68], [3.11, 1.57, 0.63], [2.91, 3.29, 1.97], [0.97, 2.16, 3.74], [1.43, -0.08, 2.66], [-1.95, 1.33, 2.88], [-3.32, 1.46, 3.12], [-5.90, 1.63, 3.34], [-5.98, 3.32, 2.80], [-6.14, 2.02, 1.63], [-4.11, 3.76, 0.77], [-1.65, 3.57, 0.37], [0.41, 2.26, 0.47], [-1.35, 0.72, 3.55], [-3.77, 0.93, 3.96], [0.25, 0.22, -0.37], [0.41, -1.05, -1.20], [1.64, -1.42, -1.52], [1.80, -2.50, -2.38], [0.65, -3.16, -2.83], [-0.63, -2.75, -2.42], [-0.73, -1.65, -1.57], [2.48, -0.86, -1.11], [2.80, -2.81, -2.68], [0.74, -4.01, -3.51], [-1.54, -3.26, -2.74], [-1.67, -1.25, -1.21]],
  "nbo_charge": [-0.623, -0.056, -0.219, -0.199, -0.095, -0.639, 2.068, 0.735, -0.311, -0.332, -0.316, -0.913, -0.941, -0.162, -0.220, 0.211, 0.214, 0.210, 0.204, 0.200, 0.240, 0.206, 0.203, -0.240, -0.007, 0.062, -0.224, -0.134, -0.226, 0.061, 0.257, 0.246, 0.238, 0.246, 0.254]
}

{
  "formula": "C5H13NO2",
  "method": "the ωB97M-V functional and the def2-TZVPD basis",
  "spin_multiplicity": 1,
  "smiles": "C=C/C(C)=C/N.O.O",
  "max_force_ev_per_a": 3.91,
  "orbital_gap_ev": 7.8,
  "de_lowest_ev": 4.1401,
  "e_lumo_ev": 0.59,
  "total_energy_ha": -403.42446,
  "elements": ["C", "N", "C", "C", "C", "C", "H", "H", "H", "H", "H", "H", "H", "H", "H", "H", "H", "O", "H", "H", "O"],
  "positions_angstrom": [[0.45, 2.01, -0.01], [-2.03, 0.09, -0.39], [-1.34, 0.34, 0.89], [-0.10, 0.94, 0.87], [0.62, -0.22, 1.41], [0.62, -0.64, 2.72], [-0.37, 2.68, -0.31], [0.95, 1.63, -0.91], [1.18, 2.61, 0.54], [-1.92, 0.89, -1.01], [-3.03, -0.08, -0.31], [-1.88, -0.03, 1.73], [1.12, -0.85, 0.69], [-0.17, -0.22, 3.36], [1.31, -1.32, 3.18], [-0.95, -2.34, -2.00], [-0.82, -0.97, -1.43], [-0.37, -1.57, -2.06], [2.55, -0.58, -2.60], [1.15, -0.80, -2.07], [2.02, -0.44, -1.82]],
  "nbo_charge": [-0.653, -0.867, 0.063, -0.139, -0.170, -0.461, 0.207, 0.246, 0.230, 0.379, 0.374, 0.202, 0.229, 0.175, 0.206, 0.482, 0.497, -0.982, 0.464, 0.493, -0.977]
}

{
  "formula": "C6H12O",
  "method": "the ωB97M-V functional and the def2-TZVPD basis",
  "spin_multiplicity": 1,
  "smiles": "CC[C@H]1CCCO1",
  "max_force_ev_per_a": 0.30,
  "orbital_gap_ev": 10.6,
  "de_lowest_ev": 0.3786,
  "e_lumo_ev": 1.17,
  "total_energy_ha": -311.04536,
  "elements": ["C", "C", "C", "C", "C", "C", "O", "H", "H", "H", "H", "H", "H", "H", "H", "H", "H", "H", "H"],
  "positions_angstrom": [[-2.18, 0.52, 1.38], [-1.07, -0.52, 1.18], [0.09, 0.02, 0.37], [1.17, -1.00, 0.02], [1.80, -0.36, -1.22], [0.58, 0.28, -1.90], [-0.39, 0.50, -0.88], [-1.81, 1.40, 1.90], [-2.57, 0.84, 0.41], [-3.01, 0.10, 1.96], [-0.69, -0.85, 2.16], [-1.47, -1.40, 0.67], [0.56, 0.86, 0.92], [1.88, -1.17, 0.83], [0.70, -1.96, -0.24], [2.31, -1.08, -1.87], [2.52, 0.41, -0.93], [0.82, 1.23, -2.39], [0.14, -0.39, -2.66]],
  "nbo_charge": [-0.606, -0.405, 0.105, -0.422, -0.431, -0.064, -0.543, 0.200, 0.220, 0.207, 0.200, 0.199, 0.156, 0.217, 0.201, 0.217, 0.202, 0.178, 0.169]
}